No. 1
A structure of composition C23H23BeP2 at a distorted geometry. Source: the Open Molecules 2025 dataset; level of theory: ωB97M-V/def2-TZVPD.

The electronic energy is -1587.54216 Eh.

Geometry as ORCA input:
```
! RIJCOSX wB97M-V def2-TZVPD def2/J DEFGRID3
* xyz -1 1
C 0.4565 -1.3488 -1.0761
C 1.0866 -0.4941 -2.0455
C 0.1407 0.4378 -2.5482
C -1.1212 0.1178 -2.0151
C -0.9834 -0.9935 -1.0809
Be -0.3305 -0.4957 0.7155
P 1.4424 -0.7388 1.9630
H 0.8119 -2.3561 -0.8310
H 2.1075 -0.5887 -2.4026
H 0.3702 1.3031 -3.1846
H -1.7481 -1.7795 -0.9658
H -2.0644 0.5750 -2.2888
H 2.2366 0.3117 2.5623
H 2.4147 -1.4798 1.2486
H 1.1414 -1.4861 3.1465
C 0.3152 3.2693 5.7585
C -0.2596 2.0074 5.5434
C -0.4730 1.5317 4.2410
C -0.1221 2.2879 3.1051
C 0.4676 3.5480 3.3343
C 0.6777 4.0307 4.6417
P -0.4497 1.5392 1.4338
C -2.2745 1.4009 1.4973
C -2.8845 0.1395 1.3947
C -4.2759 0.0128 1.5603
C -5.0628 1.1258 1.8976
C -4.4477 2.3734 2.0334
C -3.0643 2.5148 1.8354
C 0.1150 2.8615 0.3045
C -0.7959 3.7540 -0.2735
C -0.3549 4.8538 -1.0260
C 1.0095 5.0704 -1.2473
C 1.9262 4.1250 -0.7527
C 1.4852 3.0287 0.0039
H 0.4413 3.6581 6.7722
H -0.5464 1.4082 6.4020
H -0.8992 0.5341 4.1239
H 0.7837 4.1760 2.5026
H 1.1228 5.0122 4.7991
H -2.2808 -0.7677 1.1921
H -4.7597 -0.9504 1.4274
H -6.1422 1.0163 2.0556
H -5.0420 3.2498 2.2931
H -2.5960 3.4936 1.9552
H -1.8608 3.5979 -0.1262
H -1.0827 5.5476 -1.4416
H 1.3532 5.9552 -1.7875
H 2.9796 4.2663 -0.9711
H 2.2143 2.3006 0.3624
*
```



No. 2
A cluster of 4 separate species, C23H23BrNO12 in total. Source: the Open Molecules 2025 dataset; level of theory: ωB97M-V/def2-TZVPD.

The electronic energy is -4421.64696 Eh.

Geometry as ORCA input:
```
! RIJCOSX wB97M-V def2-TZVPD def2/J DEFGRID3
* xyz 1 1
Br -2.9780 -5.1809 -1.1644
C -1.0454 -5.3177 -0.8739
C -0.3357 -4.2224 -1.6712
C -0.4509 -2.8645 -0.9788
C 0.0897 -2.8644 0.4533
N 0.2726 -4.2558 1.0056
C -0.7618 -5.2728 0.6337
H -0.7912 -6.2961 -1.2692
H 0.7033 -4.4968 -1.8809
H -0.8287 -4.1369 -2.6394
H 0.0730 -2.0988 -1.5451
H -1.5071 -2.5976 -0.9676
H 1.0763 -2.4015 0.4773
H -0.5468 -2.2803 1.1126
H 0.2635 -4.1772 2.0217
H 1.2030 -4.5948 0.7708
H -0.3670 -6.2384 0.9531
H -1.6579 -5.0889 1.2211
C -0.4484 0.3034 3.3926
C -0.6134 1.1613 4.4146
C -1.3511 2.4687 4.2496
O -1.4746 3.1557 5.2423
C -1.8548 2.8137 2.9345
C -1.6769 1.9612 1.9150
C -0.9758 0.6399 2.0955
O -0.8660 -0.0769 1.1069
O -2.0929 2.2129 0.6827
O -0.1637 0.9386 5.6285
H 0.0825 -0.6316 3.5069
H -2.3621 3.7607 2.8170
H -1.8284 1.4654 0.1115
H -0.4290 1.7117 6.1672
C -2.4843 -0.9440 -3.6171
C -2.2153 -1.6515 -4.7234
C -1.2375 -1.1707 -5.7693
O -1.0455 -1.9067 -6.7165
C -0.5862 0.1104 -5.5709
C -0.8580 0.8193 -4.4660
C -1.8192 0.3260 -3.4139
O -1.9786 1.0265 -2.4293
O -0.3090 1.9944 -4.1983
O -2.7685 -2.8236 -4.9864
H -3.1894 -1.2774 -2.8682
H 0.1042 0.4532 -6.3285
H -0.6769 2.2889 -3.3445
H -2.4169 -3.1127 -5.8533
C 3.3910 3.6950 0.3651
C 2.6643 2.9771 1.2270
C 2.4391 3.4139 2.6512
O 1.7363 2.6920 3.3423
C 3.0543 4.6375 3.1098
C 3.7894 5.3622 2.2514
C 3.9952 4.9396 0.8163
O 4.6641 5.6664 0.1117
O 4.3859 6.4931 2.5779
O 2.0765 1.8226 0.9179
H 3.5557 3.3913 -0.6591
H 2.8964 4.9348 4.1368
H 4.8411 6.8125 1.7751
H 1.6348 1.5312 1.7385
*
```